25
Properties=species:S:1:pos:R:3 method="wB97M-V/def2-TZVPD" lumo_ha="0.077 / 0.007" charge=-1 s_squared=0.77 homo_lumo_gap_ev="7.40 / 5.55" multiplicity=2
Hg 1.8619 -0.5551 1.1794
Br 1.5523 -0.4286 4.8213
C 2.6933 -0.4507 3.2421
Br 3.9885 -0.2831 -0.1896
H 3.3680 -1.2968 3.3926
H 3.2813 0.4695 3.3015
O -4.6638 -0.3342 0.7611
C -3.4514 -0.3578 0.7539
C -2.5247 0.8302 0.7849
O -2.8589 1.9845 0.5813
C -1.1546 0.3053 0.9607
C -1.1915 -1.1569 0.8915
O -0.1881 -1.8862 0.8832
C -2.5977 -1.6021 0.7646
O -3.0055 -2.7459 0.6978
O -0.1209 0.9543 1.1954
C 0.4197 0.9523 -3.5341
C 0.3033 0.7966 -2.0227
O 1.0966 -0.2729 -1.5533
H -0.2451 1.7404 -3.8831
H 0.1491 0.0163 -4.0195
H 1.4431 1.2044 -3.8117
H -0.7275 0.5580 -1.7412
H 0.5905 1.7308 -1.5192
H 1.9825 -0.1728 -1.9363



14
Properties=species:S:1:pos:R:3 method="wB97M-V/def2-TZVPD" lumo_ha="-0.173 / -0.254" charge=+1 s_squared=0.76 homo_lumo_gap_ev="10.51 / 8.35" multiplicity=2
O 0.2472 -0.9797 0.3566
C -0.7454 -0.0815 0.4538
O -1.8751 -0.1882 0.1135
O -0.0931 1.0862 0.6467
C -0.3673 2.2229 -0.1701
H -1.1720 2.0768 -0.8899
H -0.5026 3.0866 0.4789
C -0.0678 -2.3398 -0.0230
H -0.7657 -2.7549 0.7099
H -0.4994 -2.3385 -1.0279
H 0.8844 -2.8732 -0.0065
O 2.2127 0.9644 -0.4076
H 1.3200 1.9412 -0.7646
Be 1.4242 0.1777 0.5304